DFT (ωB97M-V/def2-TZVPD) results for C20H60As3F18N5O5 as an isolated structure in a non-equilibrium geometry.

XYZ file:
```
111
Properties=species:S:1:pos:R:3:forces:R:3:mulliken_charge:R:1
As -4.625289 1.385242 0.131572 -1.7 0.5 0.9 2.03
As 0.811455 0.443875 0.520506 -0.3 0.3 2.7 2.22
As -0.857373 1.505270 5.237451 1.5 1.4 2.5 2.19
F -5.518558 2.655037 0.935412 0.8 -0.6 0.1 -0.49
F 0.707492 1.390123 4.450418 -1.2 -0.1 0.0 -0.41
F -1.765150 1.199942 3.749015 0.7 1.7 0.6 -0.91
F -0.823857 1.064376 0.709077 0.3 -0.2 -0.6 -0.52
F -3.741356 0.076803 -0.701168 0.2 0.2 -0.4 -0.61
F -5.844548 1.504763 -1.104352 1.0 -0.5 -0.1 -0.48
F 0.024067 1.757679 6.722154 -0.5 -0.1 -0.6 -0.51
F 0.286288 -1.050446 1.266169 0.1 0.1 -0.7 -0.56
F 1.310148 1.987006 -0.092240 0.1 -0.2 -0.8 -0.53
F 2.442887 -0.227789 0.393338 -0.5 0.3 -0.5 -0.37
F 1.145150 1.088304 2.100586 0.3 -0.5 -0.8 -0.51
F -0.839042 -0.232325 5.488157 1.0 5.1 1.8 -0.47
F -2.340552 1.682769 6.145355 0.5 -0.3 -1.0 -0.48
F 0.402151 -0.138908 -1.070306 0.2 0.0 -0.1 -0.49
F -3.470907 1.295164 1.473818 -0.2 0.2 -0.4 -0.79
F -3.561184 2.524521 -0.611413 0.0 -0.1 -0.3 -0.46
F -0.851386 3.221881 4.854121 -0.2 -0.5 -0.3 -0.52
F -5.470773 0.088619 0.920423 -0.1 0.3 0.0 -0.50
O 1.678492 -1.584751 -3.242002 -0.2 -0.4 -1.2 0.01
O 4.616046 -3.707579 0.328226 0.6 -0.5 -1.1 -0.44
O -1.037828 -2.865820 3.602998 0.2 -0.3 -0.9 -0.40
O -3.409611 0.983735 -4.629168 0.3 0.5 1.0 -0.22
O -1.474331 4.683271 -0.522605 -0.6 -1.1 -0.3 -0.12
N -1.896868 -0.123265 -2.593016 -0.7 -0.2 0.3 0.29
N -0.786272 3.744335 1.906432 0.0 1.7 0.1 0.23
N 6.649542 -3.715551 1.913051 -0.1 0.3 -0.6 -0.21
N 3.102306 -0.016381 -5.105572 0.9 -1.2 -0.2 -0.19
N -2.583127 -0.842526 2.855825 0.4 -0.1 -0.6 0.45
C 5.138416 -2.398138 0.550324 -1.5 -0.8 -0.4 -0.42
C 3.212841 -3.719930 0.184972 -1.6 0.4 1.0 -0.33
C 7.507438 -2.784031 -0.236026 0.5 -0.2 0.4 -1.35
C 6.595354 -2.549638 0.958808 -0.7 1.0 -1.4 0.05
C -3.952148 -2.616985 3.689781 0.1 -1.2 1.5 -1.50
C 0.346755 -3.077290 3.837697 -0.9 -0.6 0.3 -0.67
C -1.658618 -2.171453 4.677111 -0.4 -2.1 -0.4 -0.66
C -3.430459 -1.868227 -3.356820 0.5 -0.6 -1.1 -1.41
C 2.897989 1.151657 -2.920920 -1.4 -0.4 0.4 -1.29
C 1.234639 -2.965015 -3.273502 -0.3 1.3 0.8 -0.75
C -2.125332 4.472362 1.754322 -1.0 -2.1 0.8 1.31
C 3.057966 -1.446995 -3.047699 0.1 0.3 0.0 0.02
C -2.951651 -1.572882 4.144007 0.0 -0.2 -2.0 0.12
C 3.445403 -0.096286 -3.628026 0.5 2.1 0.2 0.04
C -0.703994 5.400520 -1.452530 0.7 0.6 0.4 -0.89
C -2.718528 5.064907 3.020051 1.6 0.9 0.2 -1.59
C -2.590977 -0.074665 -4.987537 0.0 -0.3 -0.3 -0.91
C -2.004780 5.392581 0.579979 0.7 0.7 -0.5 -0.82
C -3.841129 1.771462 -5.720672 -1.0 -0.6 -0.8 -0.86
C -2.267269 -0.967923 -3.795068 -1.0 0.5 1.3 1.07
H 3.608064 -0.776105 -5.577981 -0.4 -0.2 0.0 0.39
H 3.295690 -1.476967 -1.979126 0.1 0.2 0.0 -0.50
H 1.197782 -3.234797 -2.217294 0.2 -0.8 -0.2 0.21
H -3.765283 -2.278741 -4.312797 -0.6 -0.1 0.2 0.46
H 1.853320 -3.575641 -3.927611 0.1 -0.2 0.2 0.43
H 3.635207 -2.248951 -3.527482 -0.1 0.0 -0.1 0.73
H -2.054296 5.872415 3.354060 -0.2 0.1 0.1 0.42
H -1.662589 0.282422 -5.455235 0.1 0.1 0.0 0.40
H -3.093530 -0.725326 -5.714372 0.1 0.0 -0.2 0.43
H -4.248104 -1.402746 -2.814262 0.1 0.3 -0.1 0.27
H 0.210067 -2.950760 -3.632993 0.0 0.0 -0.1 0.17
H -2.708924 3.560604 1.577390 -0.5 0.6 -0.8 -0.47
H 8.462137 -3.158549 0.145356 0.0 -0.3 -0.3 0.43
H 2.741739 -4.648229 -0.139145 1.0 -0.7 0.6 0.37
H -1.130998 6.377439 -1.686270 -0.1 0.0 0.0 0.36
H -4.414592 2.643291 -5.416959 0.4 0.0 0.6 0.27
H 0.757111 -3.645089 3.003952 0.0 0.3 -0.3 0.11
H 7.070663 -3.446326 -0.980901 0.1 -0.2 0.1 0.34
H 6.853860 -1.572788 1.367158 0.4 -0.5 1.0 0.33
H 0.305375 5.535187 -1.043177 0.0 0.3 0.0 0.32
H -0.730025 3.287080 0.992096 0.6 -0.5 0.3 0.03
H 7.781924 -1.848736 -0.720558 -0.3 0.1 0.1 0.35
H -0.035141 4.434743 1.989988 0.1 -0.2 -0.1 0.39
H -3.086373 -2.746038 -2.806912 0.1 0.2 0.3 0.43
H 7.610384 -3.975551 2.137257 -0.1 0.2 0.5 0.35
H 2.690672 -3.068750 -0.528148 1.1 0.8 -0.1 -0.24
H 4.509886 0.149523 -3.645411 0.2 -1.0 0.2 0.34
H -2.966127 5.864525 0.369129 -0.1 -0.2 -0.1 0.40
H 6.222631 -4.512405 1.422015 -0.1 0.1 -0.1 0.37
H 2.105300 -0.150268 -5.281720 0.0 0.3 0.0 0.25
H -0.718074 3.142666 2.733504 -0.3 -0.3 -0.2 -0.07
H -1.414954 -1.591093 -4.048711 0.2 0.1 0.0 -0.48
H -1.919332 -0.089243 3.085908 -0.3 -0.4 -0.4 -0.11
H -1.099564 0.487196 -2.742604 0.1 0.0 0.3 0.21
H 3.346071 1.201296 -1.929804 0.2 0.3 -0.1 0.32
H -3.432269 -3.438606 3.191372 0.0 0.3 -0.5 0.29
H -3.333178 -0.379439 2.331239 -0.3 0.0 0.6 0.30
H 2.985557 2.092049 -3.466832 0.8 -0.1 -0.1 0.44
H 1.822679 1.130391 -2.718733 0.0 -0.5 0.0 0.02
H 3.526637 0.804125 -5.542342 -0.7 0.4 0.2 0.40
H -4.815494 -2.263828 3.134762 0.1 0.2 -0.1 0.42
H 6.038596 -3.537720 2.712866 0.5 -0.1 0.4 0.37
H 2.867543 -3.411910 1.176604 -0.8 -0.2 -0.2 0.36
H -0.557762 4.862413 -2.387439 -0.5 -0.4 0.1 0.21
H -0.978707 -1.418687 5.079870 -0.9 -3.0 -1.1 0.47
H 0.420118 -3.759045 4.693668 0.4 0.4 0.3 0.42
H -3.036337 2.079149 -6.392020 0.2 -0.1 0.1 0.32
H -3.383835 -0.836380 4.816393 0.1 0.1 0.0 0.50
H -3.695369 5.510365 2.855045 -0.1 -0.3 -0.2 0.42
H 5.007830 -1.856872 -0.392678 0.5 0.4 0.2 0.04
H -4.296715 -3.128483 4.596532 -0.4 0.2 -0.1 0.42
H -2.122599 -1.415302 2.145416 0.1 -0.6 0.6 0.36
H -2.707186 0.408236 -2.220943 -0.1 0.4 -0.7 0.29
H -1.298081 6.209461 0.784349 -0.1 0.1 0.5 0.49
H 0.841962 -2.117311 3.988727 0.3 -0.1 0.1 0.25
H -2.734255 4.356610 3.841355 -0.3 -0.2 -0.1 0.31
H -4.571075 1.166976 -6.274970 0.2 0.1 -0.3 0.34
H -1.912677 -2.899291 5.452733 -0.2 0.0 0.2 0.43
H 4.474143 -1.910240 1.277025 0.4 0.2 0.2 0.59
H -1.789431 -0.683353 -1.740853 0.9 -0.2 -0.3 0.12
```
Forces are in eV/Å.

Calculated values
- Net charge: +2
- Calculated total energy: -9952.623611 Ha
- HOMO energy: -12.6 eV

---

DFT (ωB97M-V/def2-TZVPD) results for a 2-piece molecular cluster, C3H4ClNO2S overall in a non-equilibrium geometry.

XYZ file:
```
12
Properties=species:S:1:pos:R:3:forces:R:3:nbo_charge:R:1
Cl -0.155190 0.321950 -2.359607 -0.9 -0.1 -0.6 0.13
S -0.095657 0.639705 0.698277 -1.3 -1.0 0.1 2.15
O 0.825955 0.364113 1.761617 0.1 0.3 -0.6 -0.89
O -0.746695 1.904627 0.527025 0.4 0.1 0.0 -0.91
N 2.520878 -1.584623 -0.718643 -0.9 0.8 -0.1 -0.23
C 0.700740 0.239509 -0.919756 3.0 2.2 0.8 -0.51
C -1.486486 -0.570440 0.740212 0.5 0.4 0.9 -0.87
C 1.695569 -0.773586 -0.806238 0.9 -1.2 0.0 0.17
H -1.305289 -1.554611 1.235832 0.4 0.9 -0.6 0.26
H -1.739677 -0.669447 -0.310389 -0.6 -0.1 0.1 0.24
H 2.013563 1.687461 -1.201648 -1.9 -1.9 0.8 0.19
H -2.227710 -0.004658 1.353317 0.3 -0.5 -0.8 0.27
```
Forces are in eV/Å.

Calculated values
- Calculated total energy: -1180.146948 Ha
- HOMO energy (spin up / spin down): -10.9 / -10.4 eV

---

DFT (ωB97M-V/def2-TZVPD) results for a 2-piece molecular cluster, C13H25INO3S overall in a non-equilibrium geometry.

XYZ file:
```
44
Properties=species:S:1:pos:R:3:forces:R:3:nbo_charge:R:1
I -5.440541 4.484160 0.019907 0.7 -0.4 -0.5 0.09
S -0.798328 2.126687 -1.697170 -2.8 -1.8 -1.8 1.64
O -1.930729 1.704858 -2.676414 3.8 2.1 3.6 -0.84
O -1.399383 2.756221 -0.231785 -1.1 -0.7 -2.5 -0.69
O 0.047703 3.447038 -2.449095 0.9 2.6 4.4 -0.64
N 1.455684 -2.572828 0.166622 0.1 -0.1 -0.3 -0.23
C 3.119133 -4.375431 0.279850 0.5 -0.1 -0.4 -0.43
C 1.805240 -1.406711 -0.753687 -0.2 -0.5 0.4 -0.41
C 0.591265 4.261916 -1.311610 2.0 3.5 7.7 0.21
C 1.015468 4.880941 -0.097115 -4.0 -5.1 -8.3 -0.33
C -0.062070 -2.683242 0.451472 -0.2 0.2 -0.5 -0.20
C 2.882588 -3.851692 1.674186 -0.1 -0.2 0.5 -0.43
C -3.595687 3.936543 -1.059675 1.2 -0.2 -0.7 -0.35
C 2.288682 -2.473480 1.462390 -0.1 0.1 0.0 -0.21
C -2.705278 5.306957 -1.212968 0.1 0.4 -0.4 -0.68
C 1.920704 -3.899871 -0.509460 -0.3 0.0 0.1 -0.20
C -0.845516 -1.371724 0.484686 -0.1 0.1 0.3 -0.44
C -2.869380 2.749698 -0.176061 -2.4 0.5 1.4 -0.15
C -0.582029 -0.463027 1.674807 -0.1 0.1 0.1 -0.62
H 3.080658 -1.732439 1.302781 -0.3 -0.1 -0.1 0.23
H 2.872778 -1.466580 -0.993315 -0.3 -0.1 0.1 0.23
H 4.043529 -3.959059 -0.140874 -0.1 -0.1 0.1 0.22
H -3.155571 2.977436 0.960405 1.1 -0.5 -2.4 0.23
H -3.329819 1.674629 -0.389825 1.1 2.4 0.1 0.22
H -0.709044 -0.813669 -0.444321 0.0 -0.1 -0.1 0.21
H 2.145085 -3.713398 -1.561703 -0.2 0.1 0.2 0.24
H 0.956900 5.291324 1.022641 0.3 -0.9 -3.3 0.32
H 2.173952 -4.493064 2.211580 0.1 0.1 -0.1 0.22
H -1.943677 5.271109 -2.129836 -1.6 -0.3 2.0 0.23
H -0.921026 -0.933203 2.603385 0.1 0.1 -0.1 0.22
H 3.204411 -5.465786 0.260576 0.0 0.2 -0.1 0.26
H -1.915125 -1.630415 0.507566 0.3 -0.2 -0.1 0.25
H 1.208826 -1.496641 -1.661824 0.1 0.1 0.1 0.23
H -0.485550 -3.280188 -0.365643 0.3 0.1 0.2 0.23
H 1.603727 -0.467886 -0.235972 0.0 -0.1 -0.1 0.24
H -3.927341 3.524876 -2.103688 0.7 0.9 2.1 0.25
H 1.650958 -2.153220 2.290003 0.1 0.1 -0.3 0.24
H -1.138674 0.471065 1.550784 0.1 -0.1 0.1 0.24
H -0.179075 -3.255904 1.380632 0.2 0.1 -0.2 0.23
H -2.079841 5.537132 -0.227078 -1.5 -0.5 -2.1 0.23
H 1.107375 -4.631694 -0.437854 0.1 0.4 0.0 0.23
H 0.473098 -0.207753 1.774602 0.0 0.1 0.1 0.19
H 3.807063 -3.812234 2.256837 -0.2 0.1 0.0 0.26
H -3.441142 6.208549 -1.468740 1.6 -2.0 0.8 0.25
```
Forces are in eV/Å.

Calculated values
- Net charge: +1
- Calculated total energy: -1486.152891 Ha
- HOMO energy: -11.3 eV

---

DFT (ωB97M-V/def2-TZVPD) results for an isolated molecule of C3H5FS in a non-equilibrium geometry.

XYZ file:
```
10
Properties=species:S:1:pos:R:3:forces:R:3:nbo_charge:R:1
S 2.256194 -0.527894 -0.017109 -0.2 0.0 -0.2 -0.02
F -2.529442 -0.607010 0.060588 -3.4 -1.7 1.0 -0.32
C -0.437204 -0.001340 0.588051 2.6 -0.4 0.2 -0.32
C 0.815764 0.550695 0.023394 -0.4 0.3 0.0 -0.54
C -1.389408 -0.150723 -0.285019 -0.4 2.0 -2.9 0.25
H 1.132516 1.358254 0.597413 0.7 1.5 1.4 0.22
H 0.497312 1.060705 -0.856520 0.5 -0.1 -1.5 0.21
H -1.544308 0.275396 -1.386446 1.4 -0.9 2.4 0.17
H -0.318218 -0.376520 1.605553 -0.9 -0.1 -0.3 0.23
H 1.516792 -1.581561 -0.329906 0.1 -0.5 -0.2 0.12
```
Forces are in eV/Å.

Calculated values
- Calculated total energy: -615.297372 Ha
- SMILES: F/C=C/CS
- HOMO energy: -9.2 eV

---

DFT (ωB97M-V/def2-TZVPD) results for a 2-piece molecular cluster, C3H11NO2 overall in a non-equilibrium geometry.

XYZ file:
```
17
Properties=species:S:1:pos:R:3:forces:R:3:nbo_charge:R:1
O -3.649420 0.051340 -3.845992 0.0 0.0 0.2 -0.94
O -1.432810 -0.042904 1.452079 -0.1 -0.1 -0.4 -0.72
N 0.781016 0.289305 -0.643657 -0.5 -0.3 -0.3 -0.82
C 2.371181 -0.136958 1.188933 -1.2 0.0 0.3 -0.61
C -0.065618 0.256109 1.697376 -0.4 -0.4 0.4 -0.07
C 0.890563 -0.314157 0.677445 1.9 0.6 0.1 -0.09
H 2.384918 0.234320 2.204576 -0.1 0.3 0.4 0.20
H -2.849950 0.019141 -4.377903 -0.1 0.0 -0.1 0.47
H 0.814059 -1.389776 0.541896 -0.7 -0.2 0.1 0.18
H 0.186629 -0.102826 2.703584 0.1 0.1 -0.1 0.16
H 0.011120 1.344539 1.677003 0.2 0.1 0.1 0.17
H 2.811228 -1.119175 1.257450 0.6 -0.1 -0.3 0.21
H 0.800466 1.298625 -0.571521 0.1 0.2 0.1 0.35
H -1.477439 -0.819217 0.883430 -0.1 0.0 0.1 0.46
H -4.376513 -0.209673 -4.419074 0.1 0.0 -0.1 0.47
H -0.137953 0.077471 -1.016202 0.0 0.0 -0.2 0.35
H 2.938522 0.563837 0.590575 0.1 -0.2 -0.3 0.22
```
Forces are in eV/Å.

Calculated values
- Calculated total energy: -326.110552 Ha
- SMILES: C[C@H](N)CO.O
- HOMO energy: -9.5 eV

---

calculated total energy of number 1 (C20H60As3F18N5O5)? -9952.623611 Ha